Entry from OMol25: a structure of composition C9H15N2O2PS at a distorted geometry (the ωB97M-V functional and the def2-TZVPD basis).

XYZ file:
```
30
Properties=species:S:1:pos:R:3:lowdin_charge:R:1
C -3.519 -0.947 0.154 -0.0845
C -2.983 -0.419 1.324 -0.0744
C -2.715 -1.549 -0.842 -0.0878
C -1.601 -0.335 1.444 -0.0786
C -1.363 -1.449 -0.710 -0.0541
C -0.825 -0.902 0.501 -0.2706
C -0.299 1.570 -1.263 -0.1177
C 1.035 2.292 0.642 -0.1001
C 0.636 -0.885 0.742 -0.2857
N 0.976 1.475 -0.581 -0.1592
N 1.216 -0.283 -0.406 -0.1473
O 3.024 -1.818 -0.985 -0.1950
O 3.523 0.509 -1.505 -0.1650
P 2.878 -0.390 -0.315 0.1424
S 3.664 -0.241 1.484 0.2601
H -4.622 -1.229 0.077 0.1223
H -3.660 0.022 1.984 0.0836
H -2.996 -2.006 -1.786 0.1060
H -1.166 0.080 2.362 0.1223
H -0.647 -1.831 -1.452 0.1238
H -0.139 0.938 -2.130 0.0857
H -1.224 1.176 -0.638 0.1087
H -0.701 2.538 -1.388 0.0646
H 0.616 3.287 0.442 0.0957
H 0.491 1.876 1.490 0.0666
H 2.072 2.318 0.998 0.0566
H 0.961 -0.400 1.749 0.0990
H 1.186 -1.929 0.731 0.1503
H 3.380 -2.594 -0.501 0.1021
H 2.802 1.125 -1.625 0.0303
```

Orbital gap: 0.34662 Ha
Relative energy (zero: lowest compared OMol25 entry of this formula, charge and spin): 0.0 kJ/mol
E_tot: -36774.7957 eV
2S+1: 1
HOMO level: -8.8436 eV